Entry 1:
The following is a quantum chemistry calculation of a single C19H19ClN4O3S molecule at a distorted geometry, from the OMol25 dataset.

The total energy comes out at -2038.58822 Eh. For the orbital gap, the calculation gives 9.02 eV. Its SMILES is O=C(NCc1nc2ccccc2[nH]1)c1ccc(Cl)c(S(=O)(=O)N2CCCC2)c1. The charge is 0. As for the LUMO energy: 0.3169 eV.

Each line ends with the Mulliken charge.
Cartesian coordinates (Å):
Cl  3.19024  -1.61939  -2.87993  -0.173
S  0.07584  -1.27739  -2.94449  1.522
O  0.61863  -0.32823  -3.86732  -0.763
O  -1.31514  -1.16585  -2.60208  -0.719
O  0.76035  -1.26779  3.33063  -0.685
N  -1.83354  2.47349  4.73834  -0.098
N  -1.35460  2.61849  2.56873  -0.519
N  -0.82261  -0.06335  2.25918  -0.125
N  0.48148  -2.82664  -3.44560  0.074
C  -1.60003  6.25099  3.21048  -0.464
C  0.32431  -0.78029  2.30532  0.217
C  2.37450  -1.37650  -1.40005  0.369
C  -1.50228  3.88981  3.06944  0.425
C  0.64548  -3.01840  -4.88048  -0.753
C  3.07386  -1.35535  -0.19889  -0.740
C  -1.46064  -3.96703  -4.12232  -0.616
C  0.31477  -0.99970  -0.22054  -0.363
C  -2.01059  4.95129  5.21536  -0.964
C  -1.39698  5.12452  2.44089  -0.686
C  -1.90084  6.16786  4.57121  -0.386
C  2.38443  -1.16239  0.98264  -0.444
C  -1.80740  3.81697  4.44844  0.689
C  0.99864  -1.20806  -1.40141  -0.510
C  -0.44751  -3.84043  -2.98421  -0.819
C  -1.55236  1.81681  3.57210  0.451
C  1.00428  -0.96820  0.98683  0.422
C  -0.59009  -3.80002  -5.37327  -0.513
C  -1.49751  0.32911  3.47244  -1.016
H  1.56751  -3.58308  -5.04693  0.346
H  -1.02764  0.51265  1.45603  0.340
H  -0.94220  -0.10186  4.31300  0.427
H  -1.52516  7.22643  2.75344  0.368
H  -2.00796  2.05591  5.63669  0.197
H  -1.99634  -4.91370  -4.10375  0.441
H  4.14287  -1.49501  -0.20246  0.458
H  -0.75731  -0.89113  -0.27940  0.658
H  -2.17466  -3.14744  -4.04113  0.245
H  -1.11490  -3.26456  -6.16137  0.269
H  -2.24287  4.88744  6.26787  0.369
H  0.74774  -2.03835  -5.34535  0.400
H  -0.89241  -3.52217  -2.04334  0.384
H  -2.51738  -0.08104  3.48089  0.269
H  0.10607  -4.77221  -2.83388  0.437
H  -0.28677  -4.77243  -5.76130  0.284
H  2.90532  -1.15955  1.92827  0.477
H  -1.16461  5.18649  1.39023  0.445
H  -2.05072  7.07795  5.13250  0.374



Entry 2:
The following is a quantum chemistry calculation of C18H18AsBrClN2O4S5Ta as an isolated structure at a distorted geometry, from the OMol25 dataset.

The total energy comes out at -8425.30320 Eh. For the orbital gap, the calculation gives 6.84 eV. The charge is 0. As for the LUMO energy: -0.7363 eV.

Each line ends with the Mulliken charge.
Cartesian coordinates (Å):
Ta  -8.83096  -4.81697  14.50587  -0.312
Br  -8.22321  -5.83523  10.21807  -0.145
As  -5.36384  -5.27876  14.00980  0.632
Cl  -8.96281  -2.87028  13.04889  -0.421
S  -7.98986  -3.67978  16.52382  -0.337
S  -9.20080  -3.34968  19.31347  -0.157
S  -10.93666  -4.79728  15.59492  -0.272
S  -11.80999  -4.28195  18.46245  -0.139
S  -8.12336  -7.00706  15.37810  -0.404
O  -9.77763  -5.79031  13.03755  1.052
O  -11.79267  -5.04156  12.42307  -0.583
O  -11.47873  -3.04397  20.70798  -0.575
O  -6.92314  -4.64983  13.98895  -0.200
N  -8.04788  -8.41677  13.12354  -0.218
N  -10.06499  -8.38807  14.31360  -0.254
C  -5.13062  -6.62231  12.65368  -0.838
C  -8.82169  -8.04674  14.14228  0.171
C  -9.65691  -8.00567  9.41186  -0.485
C  -9.69256  -6.94053  10.30202  0.352
C  -11.92738  -7.48371  10.91997  -0.970
C  -10.78073  -6.72017  11.09042  0.602
C  -12.00988  -9.57752  13.94659  -1.319
C  -10.60204  -9.27802  13.52126  0.963
C  -10.81827  -5.71357  12.18270  0.276
C  -10.90232  -3.45126  19.71795  0.576
C  -4.26986  -3.83354  13.26780  -1.093
C  -10.52028  -4.37877  17.26584  0.163
C  -10.80187  -8.79789  9.29699  -0.583
C  -4.68629  -5.90455  15.70596  -0.979
C  -9.31812  -3.84793  17.64574  0.306
C  -8.66135  -9.29570  12.26125  -0.412
C  -11.94110  -8.49139  9.99576  -0.579
C  -9.93785  -9.82648  12.44035  -0.739
H  -12.56460  -10.12536  13.16027  0.364
H  -8.72865  -8.18238  8.84795  0.456
H  -10.37380  -10.63103  11.80675  0.387
H  -12.59081  -8.66848  14.16518  0.307
H  -12.79604  -7.10409  11.36627  0.628
H  -12.08720  -10.14739  14.88406  0.327
H  -10.79898  -9.65007  8.59631  0.353
H  -4.76273  -5.10886  16.46895  0.357
H  -4.82006  -3.59987  12.36030  0.344
H  -12.78003  -9.16230  9.85582  0.415
H  -5.25382  -6.39994  11.61705  0.379
H  -3.22694  -4.19335  13.10239  0.374
H  -3.66134  -6.24882  15.62129  0.413
H  -5.27587  -6.74682  16.06513  0.334
H  -4.10347  -7.02305  12.75333  0.414
H  -5.80553  -7.44721  12.85017  0.175
H  -8.11319  -9.52150  11.36694  0.524
H  -4.19679  -2.97572  13.93228  0.369



Entry 3:
The following is a quantum chemistry calculation of a 4-piece molecular cluster, C42H68BrO6P overall at a distorted geometry, from the OMol25 dataset.

The total energy comes out at -5007.57455 Eh. For the orbital gap, the calculation gives 7.28 eV. Its SMILES is C=CCc1c(C[C@H](C)Br)cc(P(=O)(O)O)c2c1C(=O)c1cccc(OCCCC)c1C2=O.CCCCCC.CCCCCC.CCCCCC. The charge is 0. As for the LUMO energy: -1.1082 eV.

Each line ends with the Mulliken charge.
Cartesian coordinates (Å):
Br  -1.72038  -6.37149  -2.17014  -0.145
P  1.56219  -1.99606  -4.31698  1.097
O  2.28980  0.63101  -2.46607  -0.542
O  -0.97198  0.71411  1.36030  -0.528
O  0.97069  -3.24581  -5.36076  -0.522
O  2.95472  -2.47344  -3.84288  -0.704
O  4.96626  0.08895  -0.77161  -0.468
O  1.67200  -0.50262  -5.14660  -0.349
C  5.41209  8.19918  6.31573  -0.403
C  4.31189  7.49178  5.52277  -0.364
C  -3.67039  0.34603  -0.35656  -0.644
C  1.87397  0.02182  2.66493  -0.630
C  -0.10280  0.85515  -8.37922  -0.533
C  1.84806  -0.02394  -1.49825  0.156
C  0.97191  1.93148  -8.21386  -0.397
C  -3.21468  -3.81467  -1.53689  -0.877
C  4.68629  4.50171  6.39342  -1.102
C  5.81424  2.41891  -0.04664  -0.742
C  -2.65756  -1.81611  0.89349  -0.626
C  0.56621  -0.99677  -1.63386  0.062
C  3.40762  0.00747  2.96752  -0.640
C  4.40760  0.04312  1.79446  -0.255
C  -6.53894  -5.87214  1.35855  -0.843
C  -3.77954  -0.66472  0.66398  -0.298
C  4.89663  3.36560  2.32098  -0.573
C  0.46545  3.37493  -8.27222  -0.810
C  -7.22086  -8.68127  3.77684  -0.379
C  -2.91095  -5.27989  -0.97000  -0.090
C  3.99749  0.05269  0.28059  0.051
C  -7.40433  -5.78092  2.60736  -0.507
C  5.07345  1.50814  -1.15109  -0.313
C  -8.27382  -8.66136  4.87662  -1.196
C  2.48136  0.01931  -0.01553  0.342
C  -0.10691  -0.00201  0.78685  -0.109
C  -0.93710  -2.84138  -2.78369  -0.581
C  -0.45719  -0.99200  -0.43916  0.390
C  1.45761  0.02684  1.17985  0.278
C  3.33357  6.66203  6.35874  -0.699
C  4.87673  9.22361  7.30697  -1.197
C  -1.71404  -1.89536  -0.38630  0.127
C  0.58171  3.65862  -10.80338  -1.180
C  3.97232  5.56625  7.21447  -0.400
C  -0.28144  3.75347  -9.55290  -0.361
C  -1.93344  -2.85366  -1.60810  0.427
C  4.81921  3.46332  0.70485  -0.356
C  -1.15414  0.87946  -7.27751  -1.052
C  -6.65864  -6.16008  3.88847  -0.656
C  0.34462  -1.93063  -2.85198  0.225
C  -2.37739  -5.31827  0.55547  -0.483
C  -6.14920  -7.60294  3.94537  -0.613
H  0.00973  3.97273  -11.68062  0.377
H  4.06354  1.99457  -1.36143  0.131
H  5.08635  4.55314  0.42693  0.386
H  -4.69438  -0.72391  1.36547  0.320
H  0.92420  2.63653  -10.98193  0.283
H  4.24903  8.75786  8.07037  0.282
H  4.28736  9.98935  6.79517  0.293
H  -3.19625  -2.78566  1.15123  0.175
H  -7.11109  -5.55715  0.48152  0.430
H  0.38622  -0.12661  -8.37187  0.311
H  3.99673  4.02177  5.69328  0.253
H  5.51940  4.92122  5.82432  0.241
H  5.09219  3.72823  7.05123  0.412
H  6.42056  1.79549  0.69854  0.362
H  -5.38129  -7.74890  3.17789  0.245
H  -5.64360  -7.75277  4.90646  0.391
H  -1.09156  -3.55744  -3.65646  0.477
H  -3.27466  -5.45191  1.27296  -0.045
H  3.75349  3.29708  0.31398  0.263
H  -7.31494  -5.97145  4.74467  0.325
H  -7.70705  -8.58975  2.80040  0.231
H  -8.83271  -7.72256  4.88436  0.281
H  -3.61497  -3.88321  -2.61759  0.418
H  -4.50178  0.50341  -1.12835  0.248
H  3.18405  5.08244  7.80105  0.353
H  -2.78156  1.07088  -0.42891  0.204
H  -3.99755  -3.27570  -0.89894  0.327
H  -5.66287  -5.22207  1.44033  -0.003
H  -2.04705  -1.51467  1.82976  0.403
H  4.66784  6.00218  7.93750  0.249
H  -0.18912  3.56620  -7.41526  0.308
H  -6.19407  -6.89330  1.17832  0.307
H  -8.29510  -6.40357  2.48468  0.263
H  3.73914  8.24168  4.96465  0.381
H  1.08634  -0.00605  3.49028  0.365
H  -1.75298  -6.28431  0.66415  0.372
H  2.75843  7.32649  7.01243  0.319
H  -1.87397  0.06998  -7.42682  0.371
H  5.66627  1.53573  -2.14204  0.330
H  5.10658  4.37770  2.82339  0.128
H  6.07262  8.71249  5.60864  0.371
H  4.78053  6.85113  4.76786  0.031
H  -0.63708  4.78440  -9.45336  0.364
H  5.51723  0.03338  2.04931  0.513
H  5.68369  2.56799  2.59434  0.183
H  3.70392  -0.02782  4.07204  0.339
H  -8.99180  -9.47176  4.72557  0.377
H  5.70474  9.72118  7.81884  0.373
H  -3.91785  -5.84673  -0.96541  0.352
H  -5.80253  -5.48644  4.01351  0.330
H  -1.17381  3.13219  -9.67304  0.232
H  2.60365  6.20327  5.68147  0.365
H  6.03562  7.46933  6.84173  0.245
H  -1.71143  1.81881  -7.27043  0.331
H  1.45824  4.30718  -10.72224  0.290
H  -6.73028  -9.66051  3.78354  0.372
H  1.47888  1.78225  -7.25290  0.208
H  -7.81322  -8.79726  5.85895  0.292
H  1.73822  1.78268  -8.98214  0.362
H  0.90577  -2.86116  -6.26236  0.276
H  3.88565  2.93744  2.68203  0.097
H  1.47701  -0.60772  -6.11355  0.157
H  1.32285  4.04670  -8.14956  0.389
H  -7.76219  -4.75076  2.70794  0.349
H  -1.75271  -4.39226  0.84288  0.122
H  -0.69060  0.74303  -6.29616  0.201
H  6.58616  3.06179  -0.61413  0.375
H  -0.59010  0.94604  -9.35485  0.351



Entry 4:
The following is a quantum chemistry calculation of a 2-piece molecular cluster, C2H5BrSi overall at a distorted geometry, from the OMol25 dataset.

The total energy comes out at -2942.55965 Eh. For the orbital gap, the calculation gives 7.59 eV. The charge is 0. As for the LUMO energy: -1.1648 eV.

Each line ends with the Mulliken charge.
Cartesian coordinates (Å):
Br  2.98346  -0.70110  1.03266  -0.094
Si  -2.92508  -1.33013  0.54805  0.102
C  2.00009  0.45808  -0.05728  -0.258
C  0.92670  1.19374  0.08195  -0.412
H  -2.03112  -1.35350  -0.68858  -0.049
H  0.30416  1.00881  0.90443  0.285
H  0.48640  1.89760  -0.73588  0.208
H  -4.29691  -1.79557  -0.08697  -0.051
H  2.55231  0.62208  -0.99838  0.269



Q: Which value of charge does entry 1 give?
A: 0